Molecular formula: C4H28BO22
Method: DFT, ωB97M-V/def2-TZVPD

Atoms and positions in Å:
H: -4.50758 0.60160 5.20306
H: -0.06722 3.34025 3.77898
H: -4.21509 3.02931 3.05885
C: -1.22293 0.48610 1.15497
H: 5.65372 2.30350 -2.73573
O: -4.54140 -1.30609 -0.44235
O: 2.28255 1.40472 -5.00881
B: 0.77898 0.57853 0.36896
H: -3.05834 2.27016 2.56640
O: 0.57991 1.49506 1.45732
H: 0.29304 3.87942 5.28500
O: 2.85123 1.06347 -2.23178
O: -1.08525 2.22768 2.57003
O: -1.72051 -2.53587 -1.55844
O: 3.51848 -2.99048 1.75292
H: 4.91194 -1.51723 -1.80287
H: 3.91547 -3.56851 0.98350
O: -2.36015 0.06043 1.46032
O: -3.56854 -2.40967 1.71417
H: 4.73019 -1.05590 -3.28039
H: -3.63551 1.77629 -1.26976
O: 1.81618 -2.74113 -2.51554
H: 3.32396 -2.21923 1.20991
C: 2.31864 0.60017 -1.28680
H: -4.77646 -1.95238 -1.11394
O: -3.96350 2.17582 2.66652
O: 1.81272 -0.43435 0.65675
O: 3.44284 -1.26295 -0.44571
H: -1.04954 -2.02868 -1.07974
H: -2.38938 -3.12241 -1.01695
C: 2.67622 -0.32504 -0.27515
O: 5.27436 -1.57623 -2.67085
H: 2.04464 -3.58679 -2.64456
H: 1.45684 -2.78527 -1.63490
O: 1.02809 -3.32584 0.24951
H: 0.25012 -3.79301 0.57895
H: -0.75210 4.42185 -1.53336
O: -0.52625 0.00045 0.23653
H: -0.13117 3.04279 -1.54401
O: 0.21648 4.03645 4.25272
O: -0.89539 3.50935 -1.68545
O: 5.02977 2.40489 -3.55182
H: 2.21800 1.45267 -4.07867
O: -3.87020 0.07009 4.76986
H: -3.68863 0.52671 3.88827
O: 1.24873 1.24563 -0.89811
H: 4.21407 1.93878 -3.41246
H: 1.85195 -3.25153 0.88739
H: -3.09212 -1.44457 1.94178
H: -3.89012 -2.61917 2.61052
H: 1.50380 1.05766 -5.19657
H: -4.04269 -1.64832 0.44717
C: -0.54868 1.38721 1.84735
H: -3.87429 0.20232 -1.03518
O: -3.76986 0.91128 -1.64781

- Frontier orbital gap: 9.0 eV
- Net charge: -1
- Energy above the lowest of the compared OMol25 structures with the same formula, charge and spin: 132.9 kcal/mol

***

Molecular formula: C4H28N2O8
Method: DFT, ωB97M-V/def2-TZVPD

Atoms and positions in Å:
H: 4.62404 -0.44677 -0.68552
H: 2.43399 2.94813 0.27048
O: 1.68582 2.42218 0.47687
H: 0.48966 -1.57357 -1.87788
H: 2.75622 0.95263 2.00944
O: -1.85097 1.29786 3.19706
H: 1.84265 -0.36392 1.57304
H: -1.28588 -3.07506 -1.51716
H: 3.46033 0.26832 -1.22971
H: -2.06595 -1.52884 1.67441
C: -1.10183 -1.19770 1.23007
H: 1.48926 -4.01570 -1.95343
H: -1.85616 1.91747 2.52026
H: -2.05872 3.44118 0.54724
H: 0.08866 -2.74229 0.52052
H: -1.73269 4.22222 -1.59273
C: -2.85316 -2.19722 -0.72380
H: -0.72319 3.30307 1.22574
O: -1.23287 3.57171 -1.09378
O: -1.71344 3.38609 1.47678
N: -0.04350 -1.01885 2.21489
N: -1.58009 -2.84851 -0.55707
H: -3.08389 -1.18156 -1.00680
O: 4.29281 -0.11978 -1.48419
H: -3.36949 -2.44631 0.17630
O: 1.40654 -3.39786 -1.24836
O: 2.81746 -0.04954 1.78062
H: -0.86978 2.87808 -1.71352
O: 0.58732 2.41044 -2.59104
C: -0.58254 -1.96426 0.04238
H: 0.20468 -1.87025 2.86260
H: -3.54422 -2.80551 -1.55169
H: -1.44527 -0.17008 0.86991
C: 0.24939 -1.04606 -0.89949
H: 1.10204 -0.79968 -0.33929
H: -0.31107 -0.08581 -1.24051
H: -1.39751 0.61095 3.34158
H: -0.10205 -0.22917 2.79455
H: 2.32864 -2.97656 -1.14808
H: 1.25651 2.32003 -0.37339
H: 0.44231 1.40714 -2.68329
H: 1.24594 2.79337 -3.29399

- Frontier orbital gap: 8.6 eV
- Net charge: 0
- Energy above the lowest of the compared OMol25 structures with the same formula, charge and spin: 111.8 kcal/mol
- Structure (SMILES): CN[C@@H](C)CN.O.O.O.O.O.O.O.O

***

Molecular formula: C4H28N8O10
Method: DFT, ωB97M-V/def2-TZVPD

Atoms and positions in Å:
O: -8.80901 5.89567 -9.98534
H: -12.96651 4.64800 -5.61508
C: -8.59400 5.90101 -5.16086
N: -13.54806 4.51571 -9.31802
N: -8.17208 5.39919 -6.38308
N: -10.65908 5.65814 -15.64055
H: -10.58494 5.69590 -9.33329
H: -11.77263 5.73871 -8.01029
H: -12.01216 4.11325 -4.54548
H: -9.89304 5.33393 -16.20227
H: -17.37584 6.02739 -7.71880
N: -11.71324 5.72633 -13.58325
H: -9.21530 6.67199 -10.38994
H: -7.80860 6.16323 -3.26063
H: -15.83239 6.29194 -8.46712
H: -8.94914 3.93931 -12.36575
H: -7.94275 5.82383 -10.40197
H: -17.50607 4.83043 -5.86651
O: -11.58034 1.89259 -11.12425
H: -12.62060 8.27979 -6.55623
H: -16.16729 4.18515 -5.03641
N: -7.68512 5.72130 -4.15221
H: -8.92438 5.20526 -7.01479
H: -6.79171 5.27523 -4.25761
H: -14.04038 3.54258 -12.81009
N: -16.53966 4.54720 -5.89657
O: -12.20047 4.89487 -5.07318
O: -14.49978 5.22722 -6.61688
H: -11.43745 6.10304 -16.08685
C: -10.59860 5.32765 -14.30654
O: -11.88430 7.90977 -6.05882
C: -12.38634 4.98293 -9.83239
H: -11.10914 8.09751 -6.59655
O: -9.65394 6.46046 -4.98369
O: -12.11192 4.88174 -11.03476
O: -13.46722 2.81205 -13.06095
N: -16.37478 6.01291 -7.66890
H: -11.99596 2.63586 -11.58034
H: -7.27945 4.94450 -6.38055
C: -15.71686 5.30021 -6.70695
O: -9.57717 4.91609 -13.79211
H: -12.31318 1.31697 -10.88955
H: -11.72605 5.41694 -12.61083
H: -12.57623 5.60997 -14.09155
H: -13.81193 4.64269 -8.35265
O: -9.02239 3.49065 -11.51045
H: -14.18841 4.21797 -10.03021
H: -9.05752 4.21758 -10.87919
H: -12.93230 3.15706 -13.78287
N: -11.52955 5.62423 -8.98447

- Frontier orbital gap: 9.4 eV
- Net charge: 0
- Energy above the lowest of the compared OMol25 structures with the same formula, charge and spin: 26.6 kcal/mol
- Structure (SMILES): NC(N)=O.NC(N)=O.NC(N)=O.NC(N)=O.O.O.O.O.O.O

***

Molecular formula: C4H28O12S
Method: DFT, ωB97M-V/def2-TZVPD

Atoms and positions in Å:
H: -1.64197 -2.62139 0.58383
H: -0.23714 -2.51683 -0.60583
H: -0.45317 -2.70336 2.19756
H: -0.07456 -0.59058 0.88559
H: -3.01428 -1.18115 1.81080
C: -1.48135 -2.31225 -0.49852
O: -2.78687 -0.96144 2.70615
H: 0.87083 1.36463 4.35651
H: 0.16122 0.50586 -0.52105
H: -1.36839 -0.69466 -1.91026
O: 2.70585 1.95517 0.70733
H: -1.89132 1.62833 2.65682
O: 3.58021 -2.02662 0.22222
H: -2.74685 -0.47482 -0.71144
H: 1.91356 0.81238 -2.19167
H: 1.95660 -0.01641 2.97284
H: -2.63492 0.24640 -4.10415
H: 3.00180 1.24069 0.12133
C: -1.65043 -0.89490 -0.81921
O: 2.56619 1.32512 -1.68950
H: -1.56659 -4.06121 -2.02163
H: -0.16853 0.40518 4.07123
O: 0.32737 3.70090 -2.85356
O: 0.50157 -2.66723 1.97741
C: -1.48562 1.07646 0.83831
O: 0.63046 0.56405 4.58227
H: 1.95265 0.47670 1.46481
H: 3.48595 -2.09180 1.14462
O: -1.13943 1.09596 2.18400
H: 0.79426 -1.84245 2.48977
H: -0.12539 0.26531 -3.38756
H: -2.77497 1.21586 -2.99290
O: 0.76421 0.37251 -3.43715
H: 0.84841 3.24328 -2.11013
H: 3.36916 1.41385 -2.20301
O: -2.21076 1.00692 -3.77492
O: 2.02828 -0.34039 2.10377
H: -2.11015 -0.39228 2.76941
H: -0.60747 3.76161 -2.51719
O: -2.08751 1.97173 0.30961
C: -0.66474 -0.04409 0.07461
H: 2.53122 2.82283 0.39899
H: 2.63341 -1.95602 -0.08140
S: -2.52662 -3.43443 -1.46495
H: 0.82582 1.35253 -3.73375

- Frontier orbital gap: 9.5 eV
- Net charge: 0
- Energy above the lowest of the compared OMol25 structures with the same formula, charge and spin: 5.6 kcal/mol
- Structure (SMILES): O=C(O)CCCS.O.O.O.O.O.O.O.O.O.O

***

Molecular formula: C4H2Br2N
Method: DFT, ωB97M-V/def2-TZVPD

Atoms and positions in Å:
C: -0.61420 -1.19394 -0.81919
C: 1.66195 0.61404 0.19836
Br: -2.11329 1.15274 -0.71853
N: -0.39913 -2.06633 -1.54235
H: -1.52423 -0.21976 0.99694
Br: 3.01565 0.42641 -0.89935
H: 0.27549 0.87626 1.83353
C: 0.47725 0.54261 0.72745
C: -0.77948 -0.13202 0.22316

- Frontier orbital gap: 6.7 eV
- Net charge: +1
- Energy above the lowest of the compared OMol25 structures with the same formula, charge and spin: 20.2 kcal/mol

***

Molecular formula: C4H2Br2O2S
Method: DFT, ωB97M-V/def2-TZVPD

Atoms and positions in Å:
S: -3.58005 3.62401 -0.56220
H: -1.99541 -0.03673 -1.01261
Br: 1.69827 0.71960 -0.90750
O: -3.28571 3.39248 0.84728
H: 1.30564 2.18456 -0.90683
C: -0.52701 3.12237 -0.47746
C: -0.02607 4.11729 -0.05029
C: -1.06631 1.97010 -0.99402
C: -1.63473 0.91276 -1.08300
O: -4.81247 3.17013 -1.09028
Br: 0.35791 5.56813 0.97317

- Frontier orbital gap: 8.9 eV
- Net charge: 0
- Energy above the lowest of the compared OMol25 structures with the same formula, charge and spin: 72.3 kcal/mol

***

Number 1: E_HOMO -7.6 eV, E -1849.53496 Ha. Number 2: E_HOMO -8.9 eV, E -880.48792 Ha. Number 3: E_HOMO -9.2 eV, E -1359.80010 Ha. Number 4: E_HOMO -9.6 eV, E -1470.18511 Ha. Number 5: E_HOMO -14.9 eV, E -5355.94633 Ha. Number 6: E_HOMO -9.9 eV, E -5850.13939 Ha.